The following is a quantum chemistry calculation of a 2-piece molecular cluster, C16H17NO overall at a distorted geometry, from the OMol25 dataset.

Each line ends with the Mulliken charge.
Geometry (Å):
C: -0.45879 -0.62385 5.29915  -1.286
C: -0.82021 1.36653 3.75955  -0.330
C: -0.52553 0.03770 3.96562  0.593
C: -0.93702 2.03744 2.50216  -0.691
C: -0.71300 -0.77706 2.82427  -0.410
C: -1.19211 1.13644 1.48512  0.759
C: -1.07946 -0.25961 1.60134  -0.723
O: -1.12556 1.66982 0.18969  -0.532
H: -0.84366 2.01595 4.62706  0.340
H: -1.17130 3.09535 2.52530  0.346
H: -0.51670 -1.71579 5.21093  0.347
H: -1.27682 -0.34002 5.96504  0.315
H: -0.39058 -1.81566 2.88608  0.286
H: -1.36528 -0.79792 0.69797  0.508
H: -0.68759 0.98058 -0.33172  0.166
H: 0.47860 -0.28354 5.79811  0.293
C: 2.95989 0.97608 -1.83940  -1.292
C: 0.23148 -1.43287 -2.89267  -0.103
C: 0.60392 -0.14977 -2.43793  1.429
C: 2.00053 -0.18029 -2.03236  0.074
C: 2.33511 -1.49546 -2.13191  -0.642
C: -1.87028 -0.47788 -3.42285  -0.244
C: -1.03751 -1.57410 -3.49598  -0.959
C: -1.56645 0.84606 -2.95318  -0.940
C: -0.30802 0.89340 -2.42613  -0.518
N: 1.28711 -2.27162 -2.62245  -0.007
H: -2.82382 -0.60813 -3.91553  0.359
H: -1.36473 -2.49553 -3.96818  0.369
H: -2.16023 1.74511 -2.99721  0.425
H: 0.14054 1.72390 -1.90388  0.550
H: 1.28918 -3.24541 -2.85834  0.184
H: 3.25767 -1.88964 -1.73752  0.395
H: 2.43159 1.76411 -1.30820  0.302
H: 3.32223 1.36101 -2.79094  0.271
H: 3.89681 0.78464 -1.27102  0.367

Calculated values
**Energy above the lowest of the compared OMol25 structures with the same formula, charge and spin**: 39.6 kcal/mol
**E_HOMO**: -8.011 eV
**Net charge**: 0
**Calculated total energy**: -20404.111 eV

=====

The following is a quantum chemistry calculation of C7H6N2O3Ti as an isolated structure at a distorted geometry, from the OMol25 dataset.

Each line ends with the Mulliken charge.
Geometry (Å):
O: 0.00070 3.27143 -1.05810  -0.044
C: 0.00061 2.19275 -0.66907  0.324
Ti: 0.00003 -0.23267 0.00529  0.778
C: 1.60272 -1.00079 -0.74704  0.381
C: -1.60281 -0.99936 -0.74822  0.380
O: 2.58345 -1.50507 -1.15697  -0.092
O: -2.58375 -1.50267 -1.15893  -0.092
C: 0.00157 0.87818 3.27548  -1.013
C: -0.00045 -0.56777 2.99590  0.388
N: -0.00141 -1.16807 1.80892  0.027
C: -0.00332 -2.56390 1.99506  -0.411
C: -0.00343 -2.78345 3.33240  -0.587
N: -0.00164 -1.52772 3.93898  -0.007
H: -0.88911 1.12834 3.85783  0.368
H: 0.89307 1.12590 3.85761  0.368
H: 0.00223 1.45057 2.34487  0.122
H: -0.00436 -3.22251 1.14610  0.447
H: -0.00458 -3.69770 3.87714  0.415
H: -0.00123 -1.32368 4.93516  0.248

Calculated values
**Energy above the lowest of the compared OMol25 structures with the same formula, charge and spin**: 0.0 kcal/mol
**E_HOMO (spin up / spin down)**: -17.103 / -17.120 eV
**Spin multiplicity**: 3
**Net charge**: +2
**Calculated total energy**: -39575.895 eV
**Expectation value of S²**: 2.009

=====

The following is a quantum chemistry calculation of a single H4N3P molecule at a distorted geometry, from the OMol25 dataset.

Each line ends with the Mulliken charge.
Geometry (Å):
N: 0.15058 -1.38267 0.24880  -0.298
N: 0.43157 -0.59004 1.36930  -0.276
N: -0.55173 -0.16847 0.46569  0.002
P: -0.16179 1.17702 -0.65747  -0.100
H: 0.73224 -1.37081 -0.64149  0.235
H: 1.29318 -0.03258 1.22332  0.243
H: -1.34236 2.01482 -0.24911  0.112
H: -0.55168 0.35273 -1.75905  0.080

Calculated values
**Energy above the lowest of the compared OMol25 structures with the same formula, charge and spin**: 75.0 kcal/mol
**E_HOMO**: -8.854 eV
**Net charge**: 0
**Calculated total energy**: -13818.986 eV

=====

The following is a quantum chemistry calculation of a 2-piece molecular cluster, C5H12NP overall at a distorted geometry, from the OMol25 dataset.

Each line ends with the Mulliken charge.
Geometry (Å):
C: 3.45650 1.23110 -0.40773  -0.024
C: 3.98367 -0.11162 -0.23275  -0.343
C: -2.02585 0.43410 1.39745  -1.302
C: -2.53536 -0.17044 0.17124  -0.294
C: -1.64216 -1.30005 -0.29282  -0.750
N: 3.33166 0.80562 0.77141  -0.382
P: -0.30358 -0.66261 -1.45968  0.012
H: -1.14742 0.13698 -2.09478  -0.010
H: 3.61995 2.19896 -0.86713  0.292
H: 3.42732 -0.98866 -0.55330  0.215
H: 5.03533 -0.13706 -0.32168  0.241
H: -1.61269 -0.30744 2.05868  0.325
H: -1.17543 1.12624 1.23287  0.303
H: -2.69051 1.11331 1.76732  0.421
H: -3.46258 -0.53375 0.57349  0.287
H: -2.84507 0.47369 -0.64056  0.319
H: -1.04623 -1.73509 0.49374  0.370
H: -2.23527 -1.98456 -0.91043  0.356
H: -0.13231 0.41125 -0.68535  -0.035

Calculated values
**Energy above the lowest of the compared OMol25 structures with the same formula, charge and spin**: 85.2 kcal/mol
**E_HOMO**: -9.475 eV
**Net charge**: 0
**Calculated total energy**: -16154.336 eV

=====

The following is a quantum chemistry calculation of C12H17O5PPdS3 as an isolated structure, from the OMol25 dataset.

Each line ends with the Mulliken charge.
Geometry (Å):
Pd: 0.16693 -0.27499 -0.11304  0.864
C: -5.49197 0.56311 -1.52221  -1.044
C: -5.07274 -0.23670 -0.31003  -0.339
O: -3.99374 -1.12319 -0.66463  -0.400
P: -2.53956 -0.82912 -0.08494  1.082
S: -1.19528 -2.03381 -0.92243  -0.497
S: -1.89028 1.03538 -0.31347  -0.380
O: -2.79334 -1.18186 1.45722  -0.293
C: -1.76528 -0.95319 2.44228  -0.050
C: -2.37670 -1.16670 3.80548  -1.442
H: -6.33710 1.20733 -1.27256  0.364
H: -5.78810 -0.10188 -2.33353  0.280
H: -4.66673 1.18571 -1.86608  0.240
H: -5.88130 -0.87034 0.05627  0.316
H: -4.76527 0.41948 0.50710  0.360
H: -1.37989 0.06330 2.32938  0.331
H: -0.94495 -1.65208 2.25495  0.253
H: -3.18095 -0.45253 3.98496  0.331
H: -1.61346 -1.02785 4.57169  0.399
H: -2.77926 -2.17608 3.89418  0.318
O: 2.88941 1.82121 1.97764  -0.704
C: 2.34524 1.45220 0.94544  0.601
O: 1.08013 1.20442 0.88620  -0.671
C: 3.18286 1.39393 -0.33274  0.514
C: 4.53389 1.70025 -0.14212  -0.625
C: 5.43913 1.74885 -1.18346  -0.526
C: 4.98953 1.48162 -2.47150  -0.454
C: 3.66494 1.16257 -2.68513  -0.797
C: 2.72923 1.11400 -1.63725  0.408
S: 1.10202 0.70040 -2.16049  -0.295
H: 4.84202 1.90764 0.87289  0.440
H: 6.47852 1.98696 -0.99467  0.363
H: 5.67321 1.50872 -3.31235  0.338
H: 3.32156 0.93084 -3.68583  0.404
C: 2.42532 -2.10838 -0.43382  -0.558
O: 1.53172 -1.55861 0.48208  -0.750
H: 1.91791 -2.63943 -1.25470  0.209
H: 3.04409 -2.83555 0.10916  0.228
H: 3.09828 -1.36564 -0.87993  0.183

Calculated values
**Energy above the lowest of the compared OMol25 structures with the same formula, charge and spin**: 0.0 kcal/mol
**E_HOMO (spin up / spin down)**: -4.445 / -4.496 eV
**Spin multiplicity**: 2
**Net charge**: -1
**Calculated total energy**: -68236.029 eV
**Expectation value of S²**: 0.756